1.
Formula: C47H37GaN3OP2S2
Source: the OMol25 dataset
Level of theory: wB97M-V/def2-TZVPD

Net charge: -1
Maximum force in eV/A: 1.7
Total energy in eV: -148487.9625
Multiplicity: 1

```
93
C47H37GaN3OP2S2 wB97M-V/def2-TZVPD
Ga 0.78439 -0.57468 -0.52689
S 0.35625 -2.62969 2.65614
P -0.83748 -1.25469 1.92274
C -1.04731 -0.86844 0.20865
P -1.56648 -2.17272 -0.87748
S -0.34572 -3.58142 -1.48937
C -2.15266 -1.19562 -2.32463
C -2.29505 -1.82702 -3.55600
C -2.69906 -1.10904 -4.67169
C -2.95718 0.25041 -4.56752
C -2.82757 0.88445 -3.34061
C -2.42879 0.16417 -2.22346
C -3.12580 -2.93096 -0.29419
C -4.34867 -2.28706 -0.44839
C -5.51518 -2.90326 -0.02454
C -5.46743 -4.16096 0.55859
C -4.24752 -4.79781 0.73016
C -3.08054 -4.18719 0.29935
C -2.51074 -1.40582 2.69090
C -2.78988 -2.45457 3.55756
C -4.00119 -2.50831 4.23368
C -4.93941 -1.50464 4.05546
C -4.67295 -0.46312 3.17761
C -3.46732 -0.41291 2.49839
C -0.46399 0.38424 2.67319
C -0.79892 1.56966 2.02686
C -0.57448 2.79306 2.63871
C -0.02692 2.84641 3.91261
C 0.29530 1.66798 4.56781
C 0.08272 0.44408 3.94959
H -2.05764 -2.88130 -3.63108
H -2.80255 -1.60952 -5.62708
H -3.25435 0.81698 -5.44234
H -3.03652 1.94434 -3.25042
H -2.31873 0.65203 -1.26381
H -4.38067 -1.30283 -0.89905
H -6.46493 -2.39599 -0.14704
H -6.38309 -4.64133 0.88253
H -4.20364 -5.77133 1.20373
H -2.11841 -4.67261 0.41382
H -2.03807 -3.22206 3.69313
H -4.20386 -3.33297 4.90689
H -5.87724 -1.53143 4.59781
H -5.40888 0.31812 3.02667
H -3.26439 0.40172 1.81362
H -1.22868 1.52613 1.03422
H -0.83350 3.70764 2.11743
H 0.14631 3.80276 4.39118
H 0.71110 1.70595 5.56772
H 0.34476 -0.48027 4.45043
O 0.80057 -0.26582 -2.39001
C 1.80303 -0.21529 -3.22215
C 1.61334 0.39850 -4.47616
C 2.64293 0.54556 -5.37541
C 3.92207 0.08919 -5.05814
C 4.12526 -0.55942 -3.85953
C 3.08556 -0.75621 -2.94489
C 3.28084 -1.57314 -1.76055
N 2.39843 -1.81406 -0.80222
C 2.94147 -2.72225 0.06714
C 4.18686 -3.04317 -0.36264
N 4.39026 -2.31194 -1.51289
H 0.62070 0.76687 -4.70077
H 2.46340 1.02941 -6.32821
H 4.74150 0.22022 -5.75299
H 5.12395 -0.91466 -3.62809
H 2.38057 -3.06382 0.92105
H 4.93087 -3.70778 0.03665
H 5.20263 -2.36438 -2.09695
N 1.85834 0.53004 0.58111
C 2.29284 1.71517 0.54778
C 2.05902 2.65786 -0.59982
C 0.76772 2.89641 -1.06146
C 0.55575 3.64149 -2.20907
C 1.63738 4.13395 -2.92598
C 2.92695 3.90963 -2.47100
C 3.13676 3.18544 -1.30666
C 3.06986 2.23403 1.71370
C 3.16909 3.60125 1.96450
C 3.76212 4.06075 3.13129
C 4.28118 3.15936 4.04795
C 4.22255 1.79622 3.78510
C 3.61328 1.33639 2.63066
H -0.07468 2.47947 -0.51956
H -0.45570 3.81808 -2.55444
H 1.47662 4.67676 -3.84916
H 3.77308 4.29402 -3.02759
H 4.14388 3.00563 -0.94735
H 2.76997 4.30726 1.24653
H 3.81916 5.12524 3.32564
H 4.72098 3.51881 4.97077
H 4.64032 1.09342 4.49573
H 3.52182 0.27694 2.42647
```

2.
Formula: C22H22N4O3
Source: the OMol25 dataset
Level of theory: wB97M-V/def2-TZVPD

Maximum force in eV/A: 1.1
SMILES: COc1ccc(C(=O)NCCNc2nc3c(C)cccc3cc2C#N)cc1OC
Total energy in eV: -35274.7466
Multiplicity: 1
Energy above the lowest of the compared OMol25 structures with the same formula, charge and spin in eV: 1.493

```
51
C22H22N4O3 wB97M-V/def2-TZVPD
C 4.51210 0.05068 -0.90352
O 3.62369 -0.97801 -0.54391
C 2.32472 -0.87167 -0.92209
C 1.78545 0.18378 -1.63966
C 0.43322 0.22235 -1.94267
C -0.39754 -0.81081 -1.54400
C -1.87440 -0.81473 -1.70636
O -2.53470 -1.83767 -1.66446
N -2.44860 0.41333 -1.87060
C -3.85447 0.57324 -1.59141
C -4.06723 0.95489 -0.11263
N -3.42511 0.02325 0.78032
C -2.10618 0.12552 1.07924
N -1.46164 1.22035 0.74744
C -0.15945 1.36141 1.06326
C 0.50762 2.54762 0.66789
C -0.24181 3.59765 -0.09126
C 1.83479 2.69608 0.98436
C 2.54486 1.70774 1.68044
C 1.92272 0.55259 2.06368
C 0.56153 0.35963 1.76726
C -0.13817 -0.80622 2.13152
C -1.46283 -0.94283 1.79813
C -2.18015 -2.10853 2.12135
N -2.76719 -3.06141 2.37821
C 0.14807 -1.90479 -0.86819
C 1.48772 -1.94726 -0.54147
O 2.08993 -2.95075 0.14958
C 1.31807 -4.08016 0.48500
H 4.20148 1.01266 -0.48331
H 4.60464 0.14069 -1.99097
H 5.47533 -0.23468 -0.48372
H 2.41337 0.99871 -1.96167
H 0.05164 1.05375 -2.51544
H -1.87790 1.21533 -1.64544
H -4.33137 -0.38632 -1.80731
H -4.27608 1.34544 -2.23893
H -3.62820 1.93606 0.08056
H -5.13509 0.97956 0.11390
H -3.82709 -0.90235 0.83439
H -1.26955 3.64573 0.25838
H -0.25813 3.35120 -1.15323
H 0.22967 4.57035 0.02491
H 2.34939 3.60094 0.69083
H 3.58669 1.86978 1.91570
H 2.45871 -0.22316 2.59007
H 0.37539 -1.59080 2.67057
H -0.52481 -2.70376 -0.59866
H 1.99970 -4.75837 0.99574
H 0.49040 -3.82513 1.15498
H 0.91682 -4.57089 -0.40678
```

3.
Formula: C4H7NO
Source: the OMol25 dataset
Level of theory: wB97M-V/def2-TZVPD

Maximum force in eV/A: 0.4
Total energy in eV: -7791.3121
Multiplicity: 1
Energy above the lowest of the compared OMol25 structures with the same formula, charge and spin in eV: 8.332

```
13
C4H7NO wB97M-V/def2-TZVPD
O 1.87246 0.76386 0.36839
C 1.01721 0.21754 -0.56664
C 0.44221 -1.15235 -0.33875
C -1.16469 -0.60872 0.31358
N -0.83479 0.25073 1.23340
C -0.45214 0.43623 -0.38550
H 1.35037 0.84429 1.18649
H 1.37471 0.41766 -1.57372
H 0.80190 -1.66518 0.54819
H 0.28022 -1.76174 -1.22404
H -1.97674 -1.30923 0.12494
H -1.46853 1.77120 0.54920
H -1.26309 1.84754 -0.23726
```

4.
Formula: C21H39N3O26S6
Source: the OMol25 dataset
Level of theory: wB97M-V/def2-TZVPD

Maximum force in eV/A: 2.1
Total energy in eV: -145121.5214
Multiplicity: 1
Energy above the lowest of the compared OMol25 structures with the same formula, charge and spin in eV: 0.000

```
95
C21H39N3O26S6 wB97M-V/def2-TZVPD
O 0.48002 13.59662 4.49891
C 0.76766 12.39921 4.46669
N -0.15997 11.47846 4.15301
C 2.18631 11.92173 4.60456
H 0.07406 10.50532 4.26854
H -1.11509 11.78849 4.07243
H 2.27073 11.40012 5.56922
H 2.89670 12.73926 4.63524
H 2.41567 11.11102 3.90982
O 1.84749 17.65854 6.70250
C 1.93032 16.64334 6.02366
N 1.40443 15.47283 6.46098
C 2.57755 16.66109 4.66460
H 1.19844 14.73272 5.79482
H 0.88581 15.53135 7.32192
H 2.54515 17.72061 4.39096
H 2.01084 16.15459 3.88601
H 3.64297 16.43807 4.64172
N 3.76912 16.44721 0.80530
C 4.20218 15.49929 1.62086
C 3.38547 14.45253 2.06087
C 2.14558 14.28932 1.49110
C 1.68266 15.28834 0.62946
C 2.53608 16.31318 0.28727
H 5.19310 15.57540 2.05440
H 3.75377 13.78752 2.83221
H 1.42091 13.56203 1.83664
H 0.65182 15.23612 0.30403
H 2.20219 17.21664 -0.21085
C -3.04534 9.81311 5.33551
C -4.21776 10.04003 4.36780
O -3.69412 9.88149 3.05697
S -2.37348 8.98592 3.04324
O -1.36108 9.49108 2.17681
O -2.78967 7.63146 2.93491
O -1.95760 9.32009 4.55850
H -3.34112 9.08439 6.08714
H -2.71049 10.72592 5.82720
H -4.66120 11.03613 4.37956
H -5.05182 9.40691 4.68038
C 5.17948 10.29156 5.00792
C 5.06116 9.25424 3.88505
O 4.14143 8.28964 4.41273
S 4.52147 8.07595 5.92636
O 5.76518 7.37922 6.00735
O 3.40419 7.65638 6.69160
O 4.74617 9.64927 6.20225
H 4.62939 11.21385 4.83039
H 6.21999 10.62395 5.05828
H 5.98237 8.73732 3.60984
H 4.66726 9.62211 2.93943
C -2.77637 12.26715 1.04767
C -1.55827 13.17363 1.11621
O -2.04376 14.38672 1.66217
S -3.13294 14.02372 2.81153
O -4.04139 15.10946 2.87627
O -2.51614 13.52885 3.99989
O -3.70956 12.72753 2.01284
H -2.48086 11.22899 1.19623
H -3.28468 12.26619 0.07908
H -1.05875 13.33138 0.16388
H -0.81479 12.69198 1.76221
C 7.41241 13.85125 7.34338
C 6.74770 15.12928 7.89302
O 5.33690 14.98327 7.61478
S 5.05432 13.66512 6.77938
O 5.30518 13.87240 5.38454
O 3.87848 12.99578 7.19452
O 6.35275 12.89574 7.36944
H 8.20980 13.45372 7.96444
H 7.76043 13.94092 6.31236
H 7.14287 16.04750 7.47045
H 6.80584 15.14886 8.97901
C 1.32929 7.11460 0.42144
C 2.78080 7.15610 0.81608
O 2.73438 7.73275 2.14169
S 1.51204 7.03957 2.95759
O 0.92138 8.06996 3.75630
O 1.93187 5.83268 3.57440
O 0.64285 6.74206 1.63221
H 1.15940 6.29480 -0.28002
H 0.80201 7.99706 0.06202
H 3.38039 7.86165 0.24819
H 3.22803 6.16644 0.88957
C -1.94979 16.63600 5.24432
C -0.80763 16.52819 4.22026
O -1.29373 17.05320 3.00131
S -2.40432 18.17950 3.22388
O -3.40579 17.96763 2.24004
O -1.86421 19.47035 3.45865
O -2.87793 17.60031 4.68717
H -1.59853 17.11584 6.15521
H -2.50035 15.71714 5.42313
H -0.44423 15.52192 4.03937
H 0.03194 17.09507 4.61503
```

Question: multiplicity of number 3 (C4H7NO)?
Answer: 1

Question: Which of these has the highest maximum force?
Answer: C21H39N3O26S6

Please write out number 2 again, unchanged.
Formula: C22H22N4O3
Source: the OMol25 dataset
Level of theory: wB97M-V/def2-TZVPD

Maximum force in eV/A: 1.1
SMILES: COc1ccc(C(=O)NCCNc2nc3c(C)cccc3cc2C#N)cc1OC
Total energy in eV: -35274.7466
Multiplicity: 1
Energy above the lowest of the compared OMol25 structures with the same formula, charge and spin in eV: 1.493

```
51
C22H22N4O3 wB97M-V/def2-TZVPD
C 4.51210 0.05068 -0.90352
O 3.62369 -0.97801 -0.54391
C 2.32472 -0.87167 -0.92209
C 1.78545 0.18378 -1.63966
C 0.43322 0.22235 -1.94267
C -0.39754 -0.81081 -1.54400
C -1.87440 -0.81473 -1.70636
O -2.53470 -1.83767 -1.66446
N -2.44860 0.41333 -1.87060
C -3.85447 0.57324 -1.59141
C -4.06723 0.95489 -0.11263
N -3.42511 0.02325 0.78032
C -2.10618 0.12552 1.07924
N -1.46164 1.22035 0.74744
C -0.15945 1.36141 1.06326
C 0.50762 2.54762 0.66789
C -0.24181 3.59765 -0.09126
C 1.83479 2.69608 0.98436
C 2.54486 1.70774 1.68044
C 1.92272 0.55259 2.06368
C 0.56153 0.35963 1.76726
C -0.13817 -0.80622 2.13152
C -1.46283 -0.94283 1.79813
C -2.18015 -2.10853 2.12135
N -2.76719 -3.06141 2.37821
C 0.14807 -1.90479 -0.86819
C 1.48772 -1.94726 -0.54147
O 2.08993 -2.95075 0.14958
C 1.31807 -4.08016 0.48500
H 4.20148 1.01266 -0.48331
H 4.60464 0.14069 -1.99097
H 5.47533 -0.23468 -0.48372
H 2.41337 0.99871 -1.96167
H 0.05164 1.05375 -2.51544
H -1.87790 1.21533 -1.64544
H -4.33137 -0.38632 -1.80731
H -4.27608 1.34544 -2.23893
H -3.62820 1.93606 0.08056
H -5.13509 0.97956 0.11390
H -3.82709 -0.90235 0.83439
H -1.26955 3.64573 0.25838
H -0.25813 3.35120 -1.15323
H 0.22967 4.57035 0.02491
H 2.34939 3.60094 0.69083
H 3.58669 1.86978 1.91570
H 2.45871 -0.22316 2.59007
H 0.37539 -1.59080 2.67057
H -0.52481 -2.70376 -0.59866
H 1.99970 -4.75837 0.99574
H 0.49040 -3.82513 1.15498
H 0.91682 -4.57089 -0.40678
```